Version P
# C4H10N2O2

A structure of composition C4H10N2O2 (ωB97M-V/def2-TZVPD, OMol25).

Cartesian coordinates (Å):
C 0.82 -1.38 -0.90
O 0.09 -1.95 -1.86
C 0.10 -0.21 -0.15
C 0.72 0.28 1.11
C 0.48 1.64 1.40
N 0.85 2.14 2.66
O -0.16 2.44 0.61
N -1.23 -0.87 0.00
H 1.83 -1.05 -1.21
H 1.02 -2.10 0.03
H -2.13 -0.16 0.10
H 0.17 0.66 -0.89
H 1.34 -0.36 1.80
H -1.68 -0.79 -3.81
H 1.14 1.47 3.37
H 0.13 2.80 2.97
H -1.32 -1.49 -0.83
H -2.16 -1.06 -4.39

As for the spin multiplicity: 2. As for the gap between HOMO and LUMO (spin up / spin down): 5.7 / 5.6 eV. The LUMO energy (spin up / spin down) comes out at -8.68 / -8.82 eV. As for the total charge: +1.

These are the natural (NBO) partial charges, in e, on atoms 1 to 2: atom 1 (C): -0.13, atom 2 (O): -0.19

Version Q
# C4H10N2O2

A cluster of 3 separate species, C4H10N2O2 in total (ωB97M-V/def2-TZVPD, OMol25).

Cartesian coordinates (Å):
C 0.65 -0.21 1.31
C -0.53 -0.06 0.43
C -1.94 0.06 0.42
N -2.46 0.04 -0.87
C -1.35 0.09 -1.68
N -0.22 -0.03 -0.92
H 0.71 0.29 2.23
H 1.43 0.28 0.73
H 0.81 -1.30 1.75
H -2.55 0.19 1.33
H -1.31 0.12 -2.71
H 0.68 -0.25 -1.22
H 0.68 -2.85 -0.74
H 2.04 -3.52 -0.87
O 1.62 -2.68 -0.56
H 0.66 3.84 0.95
H 0.10 2.79 0.11
O 0.99 3.21 0.31

As for the spin multiplicity: 2. As for the gap between HOMO and LUMO (spin up / spin down): 11.2 / 7.0 eV. The LUMO energy (spin up / spin down) comes out at -3.89 / -8.13 eV. As for the total charge: +1.

These are the natural (NBO) partial charges, in e, on atoms 1 to 2: atom 1 (C): -0.71, atom 2 (C): 0.35

The structure with the least stability is version P.

Version P
# C4H10O4

A cluster of 2 separate species, C4H10O4 in total (ωB97M-V/def2-TZVPD, OMol25).

Cartesian coordinates (Å):
C -1.17 0.35 -0.21
C -2.26 0.82 0.73
O 0.13 0.43 0.58
O 0.20 -0.69 1.41
O -1.05 1.20 -1.27
O -1.30 -0.95 -0.64
H 1.41 -1.13 0.85
H -0.73 0.68 -2.03
H -0.97 -1.49 0.12
H -2.24 0.23 1.64
H -2.09 1.87 0.98
H -3.22 0.71 0.23
C 1.84 0.22 -0.59
C 2.35 -0.95 0.00
H 2.35 -1.85 -0.61
H 2.17 1.20 -0.27
H 1.34 0.19 -1.54
H 3.23 -0.84 0.63

As for the gap between HOMO and LUMO (spin up / spin down): 10.0 / 10.0 eV. The LUMO energy (spin up / spin down) comes out at 0.49 / 0.49 eV.

These are the natural (NBO) partial charges, in e, on atoms 1 to 2: atom 1 (C): 0.76, atom 2 (C): -0.66

Version Q
# C4H10O4

A cluster of 2 separate species, C4H10O4 in total (ωB97M-V/def2-TZVPD, OMol25).

Cartesian coordinates (Å):
C -2.48 -0.24 -0.38
O -2.03 -1.47 -0.12
O -2.65 0.61 0.47
H -1.26 1.33 1.12
H -1.49 -1.46 0.69
H -3.05 -0.25 -1.32
H -0.46 0.42 -0.60
C 1.32 -1.48 0.17
C 1.52 1.38 -0.45
C 0.33 0.71 0.22
O 0.61 -0.51 0.90
O -0.27 1.56 1.09
H 0.84 -1.68 -0.80
H 1.29 -2.39 0.77
H 2.35 -1.19 0.00
H 2.30 1.55 0.30
H 1.93 0.78 -1.25
H 1.20 2.34 -0.82

As for the gap between HOMO and LUMO: 10.8 eV. As for the SMILES: CO[C@H](C)O.O=CO. The LUMO energy comes out at 0.78 eV.

These are the natural (NBO) partial charges, in e, on atoms 1 to 2: atom 1 (C): 0.64, atom 2 (O): -0.67

The structure with the least stability is version P.

Version P
# C2H12N2O3

A cluster of 4 separate species, C2H12N2O3 in total (ωB97M-V/def2-TZVPD, OMol25).

Cartesian coordinates (Å):
C -0.53 1.28 -2.25
N -1.34 -2.20 -1.81
C -1.37 -0.84 -1.95
N -0.32 -0.13 -2.00
H 0.34 1.82 -1.88
H -1.43 1.69 -1.78
H -0.61 1.49 -3.32
H -0.60 -2.59 -1.26
H -2.21 -2.69 -1.75
H -2.28 -0.45 -2.42
H 0.00 -1.08 0.76
H -0.12 -2.13 1.86
O -0.57 -1.37 1.48
H 2.68 1.47 2.50
H 3.66 0.32 2.52
O 3.62 1.28 2.64
H 0.00 0.90 2.36
H 0.34 1.94 3.43
O 0.74 1.28 2.86

As for the gap between HOMO and LUMO: 9.6 eV. As for the SMILES: C/N=C/N.O.O.O. The LUMO energy comes out at 0.49 eV.

These are the natural (NBO) partial charges, in e, on atoms 1 to 2: atom 1 (C): -0.44, atom 2 (N): -0.80

Version Q
# C2H12N2O3

A cluster of 4 separate species, C2H12N2O3 in total (ωB97M-V/def2-TZVPD, OMol25).

Cartesian coordinates (Å):
C -0.37 3.71 0.79
N -1.60 3.01 0.28
C -1.78 1.69 0.59
N -2.60 0.92 -0.01
H -0.40 3.62 1.86
H -0.29 4.67 0.34
H 0.55 3.15 0.42
H -2.49 3.57 0.44
H -1.13 1.26 1.45
H -2.85 0.26 0.70
H 1.58 -3.22 1.16
H 1.08 -2.24 0.14
O 1.90 -2.68 0.44
H 4.44 -4.36 -1.05
H 3.24 -4.02 -2.01
O 3.85 -4.67 -1.77
H -1.44 -1.11 -0.72
H -0.93 -1.91 -1.99
O -0.76 -1.66 -1.07

As for the gap between HOMO and LUMO: 10.1 eV. As for the SMILES: [H]/N=C/NC.O.O.O. The LUMO energy comes out at 0.68 eV.

These are the natural (NBO) partial charges, in e, on atoms 1 to 2: atom 1 (C): -0.42, atom 2 (N): -0.63

The structure with the least stability is version Q.

Version P
# C4H4FN

The molecule C4H4FN (ωB97M-V/def2-TZVPD, OMol25).

Cartesian coordinates (Å):
C -0.67 0.69 0.28
C 0.34 -0.27 -0.45
C 1.65 -0.38 0.04
C -1.97 -0.05 0.24
H -0.27 0.73 1.36
H -0.02 -0.80 -1.39
H 1.94 -0.24 1.12
H 2.48 -0.84 -0.64
N -2.81 -0.74 -0.21
F -0.68 1.90 -0.35

As for the gap between HOMO and LUMO: 10.9 eV. As for the SMILES: C=C[C@@H](F)C#N. The LUMO energy comes out at 0.43 eV.

These are the natural (NBO) partial charges, in e, on atoms 1 to 2: atom 1 (C): 0.09, atom 2 (C): -0.22

Version Q
# C4H4FN

A structure of composition C4H4FN (ωB97M-V/def2-TZVPD, OMol25).

Cartesian coordinates (Å):
C 3.57 0.82 -0.07
C -0.41 0.35 0.00
C 1.40 -0.47 0.04
C 2.82 -0.39 -0.01
N 4.19 1.75 0.10
F 3.46 -1.57 -0.04
H -0.72 0.41 -1.01
H -0.32 1.43 0.34
H -0.96 -0.27 0.55
H 0.96 -1.56 0.10

As for the gap between HOMO and LUMO: 10.2 eV. The LUMO energy comes out at 0.24 eV.

These are the natural (NBO) partial charges, in e, on atoms 1 to 2: atom 1 (C): 0.20, atom 2 (C): -0.48

The structure with the least stability is version Q.

Version P
# C6H12ClN

A cluster of 3 separate species, C6H12ClN in total (ωB97M-V/def2-TZVPD, OMol25).

Cartesian coordinates (Å):
C -0.79 2.86 0.63
C -0.60 3.60 -0.68
C -0.76 2.13 -0.63
C 1.39 -3.23 -0.97
C 1.34 -1.87 1.10
C 1.37 -2.04 -0.41
N -0.45 1.16 -1.36
Cl -3.26 -0.96 0.51
H -0.09 2.48 1.29
H -1.66 3.09 1.24
H -1.39 4.14 -1.12
H 0.35 4.00 -0.89
H -3.49 -1.62 1.67
H 1.59 -3.34 -2.03
H 1.64 -4.19 -0.40
H 0.30 -1.88 1.35
H 1.68 -0.90 1.28
H 2.16 -2.58 1.49
H 1.26 -1.14 -1.04
H -0.60 0.27 -1.01

As for the gap between HOMO and LUMO: 9.6 eV. As for the SMILES: N=C1CC1.C=CC.Cl. The LUMO energy comes out at 0.54 eV.

These are the natural (NBO) partial charges, in e, on atoms 1 to 2: atom 1 (C): -0.50, atom 2 (C): -0.47

Version Q
# C6H12ClN

The molecule C6H12ClN (ωB97M-V/def2-TZVPD, OMol25).

Cartesian coordinates (Å):
C -0.40 2.35 0.47
C -0.09 1.07 -0.43
C 0.87 -0.75 -0.29
C 1.69 -1.58 0.62
C -0.56 -0.28 0.14
C -1.73 -1.05 -0.46
H 0.21 3.15 0.04
H -1.47 2.49 0.36
H -0.16 2.10 1.52
H -0.56 1.25 -1.42
H 1.92 0.85 -1.14
H 0.77 -1.21 -1.26
H 2.72 -1.54 0.33
H 1.66 -1.18 1.65
H 1.22 -2.57 0.59
H -0.60 -0.29 1.23
H -1.75 -2.09 -0.12
H -1.76 -1.07 -1.56
N 1.27 0.65 -0.41
Cl -3.27 -0.30 0.14

As for the gap between HOMO and LUMO: 9.9 eV. As for the SMILES: C[C@@H]1N[C@H](C)[C@H]1CCl. The LUMO energy comes out at 0.99 eV.

These are the natural (NBO) partial charges, in e, on atoms 1 to 2: atom 1 (C): -0.61, atom 2 (C): -0.02

The structure with the least stability is version P.

Version P
# C3H3Cl2N3

A cluster of 2 separate species, C3H3Cl2N3 in total (ωB97M-V/def2-TZVPD, OMol25).

Cartesian coordinates (Å):
C -1.65 -0.82 0.61
C -1.02 0.27 0.14
C 1.33 0.64 -0.50
N -0.71 -1.84 0.76
N 0.41 -1.45 0.35
N 0.28 -0.11 0.00
Cl 2.70 -0.27 -1.00
Cl 1.91 1.88 0.76
H -2.74 -0.87 0.86
H -1.27 1.19 -0.16
H 0.76 1.38 -1.83

As for the gap between HOMO and LUMO: 9.9 eV. The LUMO energy comes out at -0.38 eV.

These are the natural (NBO) partial charges, in e, on atoms 1 to 2: atom 1 (C): -0.13, atom 2 (C): -0.04

Version Q
# C3H3Cl2N3

The molecule C3H3Cl2N3 (ωB97M-V/def2-TZVPD, OMol25).

Cartesian coordinates (Å):
C 0.40 0.25 -0.54
C -0.99 -0.47 1.02
C 0.11 -0.88 0.28
H 1.59 1.25 -1.81
H 2.24 -0.19 -1.27
H -2.05 1.38 0.95
N 1.38 0.31 -1.51
N -0.45 1.24 -0.33
N -1.29 0.77 0.63
Cl -1.88 -1.30 2.22
Cl 0.95 -2.36 0.37

As for the gap between HOMO and LUMO: 9.5 eV. As for the SMILES: Nc1n[nH]c(Cl)c1Cl. The LUMO energy comes out at 0.79 eV.

These are the natural (NBO) partial charges, in e, on atoms 1 to 2: atom 1 (C): 0.30, atom 2 (C): 0.10

The structure with the least stability is version P.

Version P
# C4H6ClNOS

A cluster of 2 separate species, C4H6ClNOS in total (ωB97M-V/def2-TZVPD, OMol25).

Cartesian coordinates (Å):
C 1.52 -1.38 0.04
C 1.20 -2.59 0.64
C -0.30 0.06 0.58
C -0.89 1.42 0.37
H 1.32 0.78 -1.35
H 2.31 -1.54 -0.94
H 1.96 -3.34 0.43
H 0.26 -2.43 1.78
H -1.87 1.36 0.62
H -0.51 2.22 1.22
N 0.94 -0.17 0.06
O 1.77 0.72 -0.58
S -1.39 -1.08 1.04
Cl -0.65 1.80 -1.41

As for the gap between HOMO and LUMO: 8.1 eV. The LUMO energy comes out at -0.28 eV.

These are the natural (NBO) partial charges, in e, on atoms 1 to 2: atom 1 (C): -0.07, atom 2 (C): -0.43

Version Q
# C4H6ClNOS

A structure of composition C4H6ClNOS (ωB97M-V/def2-TZVPD, OMol25).

Cartesian coordinates (Å):
C -0.08 1.45 -1.00
C 0.07 0.43 -1.91
C -0.05 0.86 0.43
C -0.65 -1.22 1.46
N -0.63 -0.46 0.25
O 2.18 -0.82 -0.23
S 0.13 -1.12 -1.10
Cl 0.18 0.61 -3.55
H 0.02 2.47 -1.12
H 1.08 0.64 0.38
H -0.49 1.49 1.09
H -0.98 -0.64 2.24
H -1.13 -2.07 1.21
H 0.34 -1.62 1.86

As for the gap between HOMO and LUMO (spin up / spin down): 7.9 / 7.9 eV. The LUMO energy (spin up / spin down) comes out at -0.65 / -1.12 eV.

These are the natural (NBO) partial charges, in e, on atoms 1 to 2: atom 1 (C): -0.12, atom 2 (C): -0.33

The structure with the least stability is version Q.